No. 1
Formula: C16H34B3N2O7S
Source: the OMol25 dataset
Level of theory: wB97M-V/def2-TZVPD

The gap between HOMO and LUMO is 3.82 eV. The largest force on an atom comes out at 6.54 eV/Å. Its charge is +1. Its spin multiplicity is 1. For the energy, the calculation gives -47316.8753 eV.

The geometry in XYZ format:
```
63
C16H34B3N2O7S | the OMol25 dataset | wB97M-V/def2-TZVPD
C 0.7535 1.5857 3.2013
C 1.1089 2.5689 2.0538
C 2.1604 2.0399 1.0282
N 0.6564 3.7509 1.9067
B -0.7509 3.8744 2.2712
O -1.0587 4.0081 3.6629
B -2.1809 4.8122 3.8715
O -2.7549 5.4544 2.7686
B -2.9541 4.4453 1.7867
C -4.4285 4.0543 1.3226
C -4.8891 2.6061 1.7716
C -3.7503 1.7129 2.3352
C -4.3236 0.2554 2.6174
S -3.1110 -1.0485 2.2715
O -1.7625 -0.5052 2.3947
O -3.2374 -2.1881 3.1346
O -3.2594 -1.4693 0.6847
O -1.7809 3.8222 1.3137
H 1.0974 2.0424 4.1553
H 1.3636 0.6579 3.0754
H -0.3044 1.2569 3.2230
H 1.9030 1.0102 0.7033
H 2.3367 2.7533 0.2019
H 3.1234 1.9893 1.6030
H -2.5857 4.8908 4.9875
H -5.1086 4.7859 1.8228
H -4.6095 4.1951 0.2326
H -5.3176 2.1111 0.8654
H -5.7446 2.7203 2.4781
H -3.3270 2.0560 3.3024
H -2.9247 1.5709 1.6030
H -5.2557 0.0987 2.0285
H -4.5450 0.2036 3.7075
H -2.9856 -0.6866 0.1674
C 2.6529 -1.7394 -4.5896
C 3.3168 -1.7738 -3.1837
C 3.9869 -3.1431 -2.9178
C 2.9969 -4.2672 -2.6265
C 2.0695 -3.8829 -1.4749
C 1.3429 -2.5455 -1.7219
N 2.3074 -1.4502 -2.1158
O 2.9019 -1.1063 -1.1274
C 0.2632 -2.7683 -2.8060
C 0.5209 -2.1644 -0.4738
C 4.4351 -0.7200 -3.2967
H 2.9303 -2.6064 -5.1884
H 1.5685 -1.6865 -4.5676
H 2.9398 -0.8487 -5.1484
H 4.6697 -3.0578 -2.0645
H 4.6083 -3.4168 -3.7713
H 2.4229 -4.5038 -3.5257
H 3.5428 -5.1766 -2.3656
H 1.3343 -4.6743 -1.3206
H 2.6559 -3.8279 -0.5508
H -0.1851 -1.8220 -3.1172
H -0.5439 -3.3903 -2.4192
H 0.6338 -3.2862 -3.6884
H 1.1289 -2.0925 0.4288
H -0.2403 -2.9170 -0.2762
H 0.0116 -1.2093 -0.6213
H 4.0202 0.2771 -3.4588
H 5.0752 -0.9541 -4.1472
H 5.0802 -0.6813 -2.4178
```

And the natural (NBO) charges, in e, turn out to be: atom 1 (C): -0.725, atom 2 (C): 0.407, atom 3 (C): -0.683, atom 4 (N): -0.737, atom 5 (B): 1.271, atom 6 (O): -0.897, atom 7 (B): 0.957, atom 8 (O): -0.887, atom 9 (B): 1.195, atom 10 (C): -0.796, atom 11 (C): -0.387, atom 12 (C): -0.419, atom 13 (C): -0.665, atom 14 (S): 2.307, atom 15 (O): -0.975, atom 16 (O): -0.886, atom 17 (O): -0.870, atom 18 (O): -0.907, atom 19 (H): 0.251, atom 20 (H): 0.213, atom 21 (H): 0.259, atom 22 (H): 0.203, atom 23 (H): 0.235, atom 24 (H): 0.229, atom 25 (H): -0.093, atom 26 (H): 0.247, atom 27 (H): 0.252, atom 28 (H): 0.205, atom 29 (H): 0.220, atom 30 (H): 0.225, atom 31 (H): 0.227, atom 32 (H): 0.257, atom 33 (H): 0.273, atom 34 (H): 0.498, atom 35 (C): -0.644, atom 36 (C): 0.088, atom 37 (C): -0.395, atom 38 (C): -0.416, atom 39 (C): -0.405, atom 40 (C): 0.094, atom 41 (N): 0.328, atom 42 (O): -0.074, atom 43 (C): -0.642, atom 44 (C): -0.619, atom 45 (C): -0.618, atom 46 (H): 0.237, atom 47 (H): 0.231, atom 48 (H): 0.240, atom 49 (H): 0.227, atom 50 (H): 0.258, atom 51 (H): 0.216, atom 52 (H): 0.255, atom 53 (H): 0.261, atom 54 (H): 0.229, atom 55 (H): 0.227, atom 56 (H): 0.250, atom 57 (H): 0.224, atom 58 (H): 0.239, atom 59 (H): 0.254, atom 60 (H): 0.230, atom 61 (H): 0.236, atom 62 (H): 0.251, atom 63 (H): 0.234


No. 2
Formula: C16H34BCuNP2
Source: the OMol25 dataset
Level of theory: wB97M-V/def2-TZVPD

The gap between HOMO and LUMO (alpha / beta) is 7.21 / 6.19 eV. For the energy relative to the best compared isomer or geometry (same formula, charge and spin), the calculation gives 17.3 kcal/mol. The largest force on an atom comes out at 3.02 eV/Å. Its charge is 0. Its spin multiplicity is 2. Its expectation value of S² is 0.755. For the energy, the calculation gives -82520.0682 eV.

The geometry in XYZ format:
```
55
C16H34BCuNP2 | the OMol25 dataset | wB97M-V/def2-TZVPD
P 5.2511 1.7333 -1.2728
P 5.0149 -1.6015 -2.5841
C 6.6550 0.6278 -1.8563
C 6.3433 -0.3870 -2.9638
H 7.0542 0.1752 -0.9211
H 7.3590 1.3899 -2.2303
H 6.0562 0.0953 -3.9232
H 7.2206 -1.0309 -3.1042
C 5.7392 -2.7241 -1.3480
H 4.9778 -3.4452 -1.0234
H 6.0590 -2.1681 -0.4552
H 6.5943 -3.2412 -1.7894
C 4.5959 -2.5065 -4.0758
H 5.4491 -3.1487 -4.3398
H 4.3934 -1.7853 -4.8892
H 3.6945 -3.1092 -3.8806
C 6.1472 2.7566 -0.0866
H 5.4546 3.4391 0.4207
H 6.8966 3.3132 -0.6622
H 6.6358 2.1012 0.6507
C 4.9668 2.7896 -2.7184
H 4.6856 2.2038 -3.6021
H 5.9033 3.3147 -2.9300
H 4.1673 3.5103 -2.4999
Cu 0.8278 1.3580 0.3735
C 1.4560 -1.5940 -1.8916
C 2.0750 -1.8611 -0.7280
C 3.3093 -1.3531 -0.0085
C 3.5396 0.0000 0.7110
C 3.1703 1.2280 -0.0471
C 2.5093 1.3883 -1.2965
C 2.8280 0.4441 -2.4047
C 1.6046 -0.3821 -2.7923
C -0.2599 2.9823 0.3490
H 0.6039 -2.2520 -2.1490
H 1.5395 -2.5895 -0.0878
H 4.0922 -1.3335 -0.7928
H 3.6092 -2.1660 0.6878
H 3.0706 -0.0666 1.6964
H 4.6017 0.0719 0.9675
H 3.4807 2.1742 0.4204
H 2.1878 2.4109 -1.5885
H 3.6323 -0.3096 -2.1188
H 3.2267 0.9741 -3.2886
H 0.7368 0.2913 -2.8019
H 1.6204 -0.7012 -3.8461
H -1.0332 2.8125 -0.4140
H 0.4982 3.7457 0.0961
H -0.6250 2.9789 1.3916
B -3.0839 -1.0696 1.0765
C -1.6654 -0.5031 0.6638
N -0.6282 0.0017 0.4319
H -3.9721 -0.4147 0.5476
H -3.1857 -0.9389 2.2781
H -3.2145 -2.2328 0.7828
```

And the natural (NBO) charges, in e, turn out to be: atom 1 (P): 0.931, atom 2 (P): 0.885, atom 3 (C): -0.703, atom 4 (C): -0.717, atom 5 (H): 0.229, atom 6 (H): 0.211, atom 7 (H): 0.233, atom 8 (H): 0.225, atom 9 (C): -0.947, atom 10 (H): 0.251, atom 11 (H): 0.239, atom 12 (H): 0.219, atom 13 (C): -0.948, atom 14 (H): 0.220, atom 15 (H): 0.245, atom 16 (H): 0.259, atom 17 (C): -0.963, atom 18 (H): 0.237, atom 19 (H): 0.219, atom 20 (H): 0.245, atom 21 (C): -0.970, atom 22 (H): 0.243, atom 23 (H): 0.225, atom 24 (H): 0.245, atom 25 (Cu): 1.040, atom 26 (C): -0.161, atom 27 (C): -0.222, atom 28 (C): -0.502, atom 29 (C): -0.467, atom 30 (C): -0.221, atom 31 (C): -0.307, atom 32 (C): -0.596, atom 33 (C): -0.433, atom 34 (C): -0.871, atom 35 (H): 0.214, atom 36 (H): 0.217, atom 37 (H): 0.232, atom 38 (H): 0.215, atom 39 (H): 0.233, atom 40 (H): 0.224, atom 41 (H): 0.223, atom 42 (H): 0.217, atom 43 (H): 0.266, atom 44 (H): 0.215, atom 45 (H): 0.224, atom 46 (H): 0.209, atom 47 (H): 0.220, atom 48 (H): 0.188, atom 49 (H): 0.214, atom 50 (B): -0.605, atom 51 (C): 0.430, atom 52 (N): -0.753, atom 53 (H): 0.015, atom 54 (H): 0.017, atom 55 (H): 0.012


No. 3
Formula: C16H34Cl8N2O10
Source: the OMol25 dataset
Level of theory: wB97M-V/def2-TZVPD

The gap between HOMO and LUMO is 10.50 eV. For the energy relative to the best compared isomer or geometry (same formula, charge and spin), the calculation gives 1.9 kcal/mol. The largest force on an atom comes out at 6.43 eV/Å. Its charge is 0. Its spin multiplicity is 1. For the energy, the calculation gives -140770.2286 eV. As for the SMILES: C[N+](=O)[O-].C[N+](=O)[O-].COC(=O)OC.COC(=O)OC.ClCCCl.ClCCCl.ClCCCl.ClCCCl.

The geometry in XYZ format:
```
70
C16H34Cl8N2O10 | the OMol25 dataset | wB97M-V/def2-TZVPD
C 3.0587 -0.5844 -5.2938
N 4.1473 0.0008 -4.5301
O 5.1271 -0.7519 -4.4782
O 3.9937 1.0444 -3.9360
H 3.4766 -1.3399 -5.9590
H 2.5597 0.1054 -5.9745
H 2.3715 -1.0813 -4.6090
C -2.0723 -1.9326 4.6555
N -3.1698 -2.9175 4.3707
O -2.9473 -4.0593 4.7749
O -4.0446 -2.6586 3.5426
H -1.5751 -2.0094 5.6224
H -2.3816 -0.9655 4.2591
H -1.2807 -2.2660 3.9844
C 2.7043 0.7618 0.9750
O 1.3347 0.7865 0.6446
C 0.8559 -0.2667 0.1066
O 1.3024 -1.4353 0.2035
O -0.2350 0.1542 -0.4507
C -0.9924 -0.6435 -1.2782
H 3.2491 -0.0534 0.4988
H 2.8924 0.7977 2.0481
H 3.1283 1.5731 0.3835
H -0.5971 -0.9911 -2.2326
H -1.9246 -0.0883 -1.3819
H -1.2613 -1.6170 -0.8681
C -2.5373 5.6708 3.8615
O -3.1119 4.4352 3.3916
C -4.1074 4.4605 2.6544
O -4.8127 5.4536 2.3906
O -4.3439 3.1970 2.2587
C -5.4973 2.8886 1.5068
H -2.9130 6.0701 4.8036
H -2.5222 6.4254 3.0751
H -1.5358 5.4258 4.2152
H -6.3695 3.4842 1.7766
H -5.6920 1.8430 1.7451
H -5.3347 3.0039 0.4352
Cl 2.6814 -7.7589 4.3698
C 3.2376 -6.5193 5.5048
C 3.3798 -5.1509 4.8108
Cl 3.6265 -3.8154 6.0337
H 4.1704 -6.8030 5.9920
H 2.5424 -6.3920 6.3345
H 2.5848 -4.9770 4.0856
H 4.2746 -5.1742 4.1889
Cl -0.5540 6.3136 -1.7253
C -1.9323 5.9332 -2.7661
C -2.7982 7.1947 -2.7362
Cl -4.3938 6.6444 -3.2431
H -2.3345 5.0753 -2.2273
H -1.5436 5.7962 -3.7752
H -2.4705 8.0271 -3.3589
H -2.8652 7.7177 -1.7823
Cl 9.4029 -6.0780 0.3030
C 9.0015 -4.4366 0.6116
C 9.2254 -4.0149 2.0859
Cl 8.6128 -2.4383 2.4815
H 7.9393 -4.2933 0.4135
H 9.4678 -3.7534 -0.0984
H 10.2879 -3.8016 2.2032
H 8.8848 -4.8040 2.7563
Cl -6.2165 -2.2381 -8.5554
C -6.4246 -0.5856 -7.9061
C -5.9264 -0.2925 -6.5086
Cl -6.7209 -1.2283 -5.2331
H -7.4404 -0.2188 -8.0526
H -5.7402 -0.0010 -8.5209
H -6.0093 0.7879 -6.3907
H -4.8919 -0.6353 -6.4869
```

And the natural (NBO) charges, in e, turn out to be: atom 1 (C): -0.494, atom 2 (N): 0.523, atom 3 (O): -0.382, atom 4 (O): -0.355, atom 5 (H): 0.237, atom 6 (H): 0.230, atom 7 (H): 0.240, atom 8 (C): -0.496, atom 9 (N): 0.520, atom 10 (O): -0.377, atom 11 (O): -0.369, atom 12 (H): 0.246, atom 13 (H): 0.236, atom 14 (H): 0.240, atom 15 (C): -0.276, atom 16 (O): -0.476, atom 17 (C): 0.982, atom 18 (O): -0.668, atom 19 (O): -0.478, atom 20 (C): -0.266, atom 21 (H): 0.212, atom 22 (H): 0.198, atom 23 (H): 0.196, atom 24 (H): 0.185, atom 25 (H): 0.198, atom 26 (H): 0.193, atom 27 (C): -0.266, atom 28 (O): -0.468, atom 29 (C): 0.983, atom 30 (O): -0.676, atom 31 (O): -0.503, atom 32 (C): -0.255, atom 33 (H): 0.198, atom 34 (H): 0.212, atom 35 (H): 0.196, atom 36 (H): 0.202, atom 37 (H): 0.195, atom 38 (H): 0.182, atom 39 (Cl): -0.037, atom 40 (C): -0.402, atom 41 (C): -0.365, atom 42 (Cl): -0.077, atom 43 (H): 0.220, atom 44 (H): 0.220, atom 45 (H): 0.227, atom 46 (H): 0.214, atom 47 (Cl): -0.075, atom 48 (C): -0.387, atom 49 (C): -0.400, atom 50 (Cl): -0.055, atom 51 (H): 0.237, atom 52 (H): 0.228, atom 53 (H): 0.224, atom 54 (H): 0.229, atom 55 (Cl): -0.013, atom 56 (C): -0.423, atom 57 (C): -0.404, atom 58 (Cl): -0.035, atom 59 (H): 0.214, atom 60 (H): 0.222, atom 61 (H): 0.217, atom 62 (H): 0.223, atom 63 (Cl): -0.052, atom 64 (C): -0.383, atom 65 (C): -0.397, atom 66 (Cl): -0.048, atom 67 (H): 0.220, atom 68 (H): 0.217, atom 69 (H): 0.226, atom 70 (H): 0.217